Molecular formula: C33H46BrCl48NO3P
Method: DFT, the ωB97M-V functional and the def2-TZVPD basis

Calculated values
frontier orbital gap	7.08	eV
charge	+1
molar mass	2317.36	g/mol
F_max	4.7	eV/Å
E_LUMO	-4.55	eV
electronic energy	-26569.49343	a.u.

Structure (XYZ):
```
133
Properties=species:S:1:pos:R:3:forces:R:3
C 2.76151 1.36235 2.15107 0.867 0.022 0.210
O 2.96648 -0.08118 2.30868 -1.024 0.861 -1.014
C 1.99895 -0.82345 1.52176 -0.835 -0.509 -0.631
C 2.55368 -1.36574 0.11623 -0.127 0.379 -0.428
C 1.58057 -2.47522 -0.56623 -0.051 0.760 0.289
C 0.21025 -1.73897 -1.02343 0.587 -0.253 -1.040
C -1.04970 -2.72337 -1.18114 0.411 -0.596 0.700
C -2.15393 -2.59970 -0.02029 -0.748 0.151 -0.882
C -2.58721 -1.05983 0.32014 0.005 -0.674 -0.476
C -3.03136 -0.26174 -1.03102 -0.268 -1.302 0.455
C -3.84202 1.08628 -0.73420 -0.110 -0.364 0.621
C -3.04359 2.19367 0.08235 1.799 2.958 1.569
C -1.59391 2.71651 -0.29166 -0.379 1.212 2.211
C -0.80076 2.13533 -1.57890 -0.643 0.383 0.666
O -1.73809 2.26281 -2.69463 2.033 -0.503 0.849
C -1.11273 1.86615 -3.94574 -0.715 0.219 -1.474
C -0.87189 3.82744 0.55549 -2.940 -2.696 -0.193
N -1.54170 4.43439 1.72279 -1.638 -4.130 -1.396
C -2.86887 4.01571 2.10856 -0.226 -1.829 -1.925
C -3.69076 2.90591 1.35245 4.266 0.370 -1.920
P -5.41805 2.55642 2.03552 -1.600 1.152 0.003
O -6.56124 2.33431 0.74907 1.831 -1.258 1.645
Br -5.44476 0.54780 3.15977 0.400 0.512 -0.880
H 3.77458 1.84825 2.41781 -1.579 -0.653 -0.402
H 1.96340 1.77937 2.86247 1.122 -1.041 -1.255
H 2.52074 1.63234 1.06470 0.284 -0.353 1.400
H 1.11292 -0.11340 1.32411 1.038 -1.207 0.344
H 1.61541 -1.72975 2.11497 0.683 1.432 -0.624
H 3.62665 -1.73876 0.25779 -1.530 0.337 -0.154
H 2.60413 -0.48267 -0.63606 0.047 -1.336 1.212
H 1.38183 -3.35412 0.14890 0.198 1.375 -0.911
H 2.07199 -2.90223 -1.50451 -0.631 0.588 1.505
H 0.03356 -0.83072 -0.35306 -0.056 -1.393 -0.799
H 0.42843 -1.31792 -2.08373 -0.268 -0.480 1.690
H -0.63335 -3.80546 -1.12216 -0.725 1.722 -0.250
H -1.53263 -2.63054 -2.21695 0.667 0.054 1.541
H -1.84457 -3.19633 0.91550 -0.365 1.209 -1.293
H -3.11429 -3.13063 -0.42367 2.002 0.899 0.756
H -1.72678 -0.54163 0.86985 -1.272 -0.542 -0.669
H -3.51067 -1.14151 1.00094 1.547 0.413 -0.853
H -2.15678 -0.15069 -1.76657 -1.336 0.066 1.182
H -3.78060 -0.97952 -1.55904 1.249 1.549 0.961
H -4.29137 1.45990 -1.72853 0.969 -0.065 1.617
H -4.74776 0.78749 -0.07693 1.529 0.530 -1.030
H -0.48689 1.03116 -1.40913 -0.587 1.776 -0.176
H 0.15952 2.74697 -1.76528 -1.447 -0.761 0.330
H -1.78971 1.06015 -4.43012 1.315 1.144 0.840
H -0.03285 1.50175 -3.84987 -1.566 0.446 0.043
H -1.14991 2.78542 -4.65148 0.261 -1.517 1.148
H 0.17543 4.20053 0.24710 -1.998 -0.661 0.849
H -1.05635 5.16533 2.26980 -0.454 -0.678 -0.472
H -3.32874 4.55994 3.01513 0.878 -0.990 -1.652
H -6.96544 1.42795 0.82930 0.479 1.102 -0.217
C 1.86713 -2.05978 5.54987 0.161 -0.067 0.042
Cl 3.20474 -3.01480 4.89773 -0.260 0.145 0.092
Cl 0.38684 -2.35175 4.62465 -0.019 0.065 0.050
Cl 1.61351 -2.42877 7.26199 0.012 0.098 -0.156
H 2.12412 -1.00542 5.46083 -0.047 -0.222 -0.036
C -5.86090 -2.91828 -3.54595 -0.232 -0.145 0.065
Cl -6.90666 -1.54541 -3.15528 0.156 -0.206 -0.004
Cl -4.15418 -2.44728 -3.44860 -0.136 -0.219 -0.276
Cl -6.18999 -4.27983 -2.46664 -0.007 -0.034 -0.471
H -6.07198 -3.23121 -4.56706 0.074 0.094 0.208
C 2.87589 -4.64454 -4.26328 -0.141 -0.014 -0.067
Cl 3.56423 -3.13986 -3.63340 0.109 -0.078 -0.135
Cl 1.92178 -5.46184 -3.01658 0.102 0.022 -0.085
Cl 1.88546 -4.32380 -5.69341 0.214 -0.076 0.257
H 3.69463 -5.30076 -4.55352 -0.168 0.149 0.065
C -6.14158 -2.98232 1.78553 -0.076 -0.139 0.103
Cl -5.27916 -4.19618 2.73959 -0.058 0.210 -0.101
Cl -5.36398 -2.76310 0.21029 -0.608 0.129 0.457
Cl -7.83851 -3.44066 1.58277 0.140 0.110 0.020
H -6.10396 -2.03524 2.32109 -0.013 -0.225 -0.135
C 7.50731 -2.54281 4.71630 0.027 0.005 0.043
Cl 8.58041 -1.18404 5.08162 -0.066 -0.131 -0.060
Cl 6.89651 -3.27151 6.20836 0.059 0.035 -0.161
Cl 6.16684 -2.01732 3.68722 0.196 -0.003 -0.022
H 8.07915 -3.29547 4.17647 -0.123 0.167 0.121
C 2.74152 3.37940 5.31481 0.079 -0.027 0.409
Cl 2.99319 4.78771 6.35289 -0.038 -0.196 -0.200
Cl 2.32733 1.95909 6.28253 0.023 0.100 -0.134
Cl 1.47646 3.70555 4.11833 -0.220 0.430 0.156
H 3.66826 3.17468 4.78505 -0.293 0.034 0.104
C 5.56614 1.26471 -0.80756 0.132 -0.200 -0.007
Cl 7.31250 1.51760 -0.92804 -0.220 -0.023 0.055
Cl 4.71101 2.81565 -0.81437 -0.005 -0.028 0.018
Cl 4.99374 0.23407 -2.12672 -0.057 -0.012 0.304
H 5.35663 0.76208 0.13581 0.005 0.105 -0.165
C 2.71953 -6.05774 -9.34769 0.086 0.047 -0.012
Cl 1.64429 -4.70511 -8.96740 0.014 -0.119 -0.257
Cl 4.41227 -5.55488 -9.24183 -0.174 -0.061 -0.031
Cl 2.40750 -7.42286 -8.26480 -0.008 0.058 -0.057
H 2.52007 -6.37766 -10.36887 0.033 0.066 0.228
C -7.45634 2.58767 6.19587 -0.057 -0.051 0.104
Cl -6.73002 4.07353 6.82580 0.005 -0.127 -0.085
Cl -8.40464 1.77858 7.45043 0.144 0.060 -0.163
Cl -8.46338 2.93816 4.78320 0.123 -0.055 0.028
H -6.65468 1.91869 5.88734 -0.170 0.144 0.052
C 6.90499 5.18068 5.28067 0.231 0.257 0.109
Cl 6.62219 6.85474 4.78575 -0.035 -0.180 0.072
Cl 5.84067 4.08105 4.38862 0.279 -0.010 -0.136
Cl 8.59950 4.73728 5.03777 -0.247 0.008 0.051
H 6.67625 5.09323 6.34146 0.007 -0.020 -0.238
C 5.36804 10.87356 3.44881 0.068 0.024 0.058
Cl 7.08686 10.84910 3.86598 -0.185 0.013 -0.057
Cl 5.01569 9.67640 2.19345 0.011 0.094 0.057
Cl 4.37527 10.57962 4.88398 0.061 0.046 -0.127
H 5.12385 11.86032 3.05947 0.048 -0.221 0.081
C -7.84068 1.98706 -4.82179 -0.099 -0.027 -0.157
Cl -6.51539 1.02167 -5.48797 -0.034 0.202 -0.001
Cl -9.32363 1.73120 -5.75043 0.196 0.063 0.130
Cl -8.10160 1.59803 -3.11315 0.022 0.137 -0.052
H -7.56771 3.03824 -4.89500 -0.059 -0.232 0.042
C 2.38468 -11.59085 -8.78702 0.012 -0.051 -0.010
Cl 1.22895 -12.42657 -7.73960 0.083 0.118 -0.071
Cl 4.04051 -12.08365 -8.40486 -0.138 0.097 -0.021
Cl 2.01974 -11.90265 -10.49012 0.025 0.085 0.147
H 2.29644 -10.52090 -8.60870 0.021 -0.220 -0.052
C -4.91451 -5.21352 6.93643 0.069 0.001 0.066
Cl -5.63565 -3.66540 6.47098 -0.007 -0.111 0.051
Cl -3.98372 -5.89573 5.59447 -0.085 0.010 0.103
Cl -3.89147 -5.01741 8.36610 -0.135 -0.045 -0.146
H -5.71813 -5.90534 7.18242 0.168 0.158 -0.069
C -1.47364 7.46343 -1.16896 -0.121 0.545 -0.260
Cl -2.52088 8.82734 -0.75695 0.111 -0.234 -0.066
Cl 0.22801 7.94030 -1.09733 -0.190 -0.176 0.007
Cl -1.77945 6.09351 -0.08447 -0.253 1.875 -1.310
H -1.70050 7.15191 -2.18741 0.041 0.023 0.223
C 7.20776 0.30666 -5.66082 0.004 0.065 -0.063
Cl 6.26517 -1.18891 -5.58899 0.067 0.059 0.038
Cl 7.47417 0.79747 -7.33956 0.012 -0.070 0.177
Cl 6.39191 1.59077 -4.75717 0.229 0.031 -0.265
H 8.17655 0.12374 -5.19933 -0.217 0.043 -0.090
```
Positions in Å, forces in eV/Å.